# C20H29N5O3

A structure of composition C20H29N5O3 (the ωB97M-V functional and the def2-TZVPD basis, the Open Molecules 2025 dataset).

```
57
Properties=species:S:1:pos:R:3
C 4.07 1.86 -0.14
C 5.07 1.03 -0.68
H 5.85 0.95 -0.03
H 5.48 1.30 -1.74
O 4.79 -0.23 -0.91
C 4.12 -0.75 -1.87
O 3.99 -0.03 -2.70
N 3.59 -2.03 -2.01
C 3.64 -2.90 -0.82
H 4.36 -2.42 0.02
C 2.15 -3.15 -0.13
N 1.30 -3.57 -1.24
C 1.36 -2.41 -2.32
C 2.60 -2.58 -2.85
H 2.67 -1.77 -3.83
H 3.08 -3.58 -3.12
H 0.68 -2.90 -2.90
H 1.03 -1.59 -1.92
C -0.17 -3.72 -0.58
C -0.75 -2.59 -0.08
N -0.35 -1.66 0.66
C -1.22 -0.84 0.84
C -1.37 0.40 1.57
C -2.30 1.26 1.45
C -3.49 1.12 0.11
C -3.36 0.06 -0.41
C -2.13 -0.74 -0.20
N -2.04 -2.15 -0.85
C -2.51 -2.80 -1.79
H -3.47 -2.13 -2.03
H -2.08 -2.88 -2.82
H -2.92 -3.69 -1.67
H -4.09 -0.17 -1.16
H -4.01 1.95 0.21
N -2.31 2.58 2.12
C -3.42 3.46 2.15
O -4.29 3.75 1.27
C -2.83 4.57 3.36
C -1.83 5.52 2.46
H -2.22 5.83 1.58
H -1.47 6.40 3.32
H -0.85 4.77 2.32
C -3.99 5.45 3.51
H -4.67 4.93 4.07
H -4.57 5.80 2.51
H -3.88 6.47 4.22
H -2.41 4.33 4.11
H -1.59 2.78 2.89
H -0.66 0.67 2.19
H 0.17 -4.51 0.32
H -0.64 -4.30 -1.34
H 2.20 -3.66 0.70
H 1.75 -1.87 0.25
H 4.00 -3.83 -0.89
H 3.71 1.60 0.89
H 3.20 1.76 -0.75
H 4.53 2.92 -0.20
```

Summary:
- Total charge: 0
- Kohn-Sham gap: 0.3041 Eh

***

# C20H29N5O3

A structure of composition C20H29N5O3 (the ωB97M-V functional and the def2-TZVPD basis, the Open Molecules 2025 dataset).

```
57
Properties=species:S:1:pos:R:3
C -0.46 -3.43 0.69
C -1.73 -4.10 0.70
H -1.83 -4.56 1.61
H -2.00 -4.77 -0.18
O -2.89 -3.28 0.61
C -3.34 -2.66 -0.38
O -3.01 -3.13 -1.33
N -4.19 -1.53 -0.41
C -4.39 -0.84 0.89
H -4.21 -1.63 1.79
C -3.35 0.44 1.14
N -3.50 1.25 -0.11
C -3.23 0.28 -1.40
C -4.28 -0.55 -1.36
H -4.18 -1.21 -2.45
H -5.38 -0.24 -1.24
H -3.35 1.03 -2.04
H -2.29 -0.05 -1.30
C -2.40 2.40 0.04
C -1.07 2.02 0.15
N -0.58 0.78 0.11
C 0.71 1.02 0.22
C 1.82 0.08 0.20
C 3.07 0.45 0.13
C 3.42 1.92 -0.55
C 2.51 2.73 -0.40
C 1.13 2.10 -0.21
N -0.05 3.09 -0.26
C -0.35 4.31 -0.28
C -0.15 5.05 1.02
H -0.28 6.27 0.74
H -0.99 4.72 1.49
H 0.82 4.94 1.43
H -1.26 4.41 -0.88
H 0.48 4.65 -1.06
H 2.72 3.94 -0.56
H 4.48 2.05 -0.62
N 4.22 -0.46 0.29
C 4.23 -1.76 0.36
O 3.16 -2.33 0.75
C 5.72 -2.48 0.39
C 5.88 -2.55 -0.99
H 6.90 -3.12 -1.27
H 5.25 -3.42 -1.68
H 5.93 -1.62 -1.85
H 6.53 -1.81 0.71
H 5.72 -3.47 0.80
H 5.24 -0.20 -0.16
H 1.62 -0.97 0.24
H -2.85 2.86 1.10
H -2.73 3.04 -0.76
H -3.44 0.85 1.98
H -2.11 -0.16 1.06
H -5.28 -0.51 1.08
H 0.39 -4.25 0.76
H -0.32 -2.64 1.64
H -0.46 -2.94 -0.40
```

Summary:
- Total charge: 0
- Kohn-Sham gap: 0.3172 Eh

***

# C20H29N5O3S

An isolated molecule of C20H29N5O3S (the ωB97M-V functional and the def2-TZVPD basis, the Open Molecules 2025 dataset).

```
58
Properties=species:S:1:pos:R:3
C 2.05 -6.36 0.61
H 2.46 -5.77 -0.20
H 2.86 -6.76 1.21
H 1.49 -7.19 0.18
C 1.12 -5.51 1.49
N 0.02 -4.95 0.74
C 0.10 -3.72 0.13
C 1.31 -3.04 0.01
C 1.38 -1.80 -0.58
C 0.24 -1.18 -1.09
C -0.98 -1.85 -1.01
C -1.03 -3.09 -0.41
H -2.00 -3.57 -0.34
C -2.24 -1.23 -1.54
H -3.08 -1.91 -1.41
H -2.16 -0.99 -2.60
H -2.47 -0.32 -0.99
N 0.30 0.09 -1.69
C 1.18 1.08 -1.44
O 2.07 0.99 -0.61
C 1.06 2.34 -2.30
C 1.37 3.57 -1.42
N 0.26 3.97 -0.60
S 0.23 3.63 1.02
O -0.71 4.54 1.61
O 1.58 3.61 1.49
C -0.43 2.00 1.25
C -1.70 1.49 1.29
N -1.66 0.17 1.59
C -0.39 -0.12 1.73
N 0.39 0.95 1.55
H 1.40 1.01 1.52
H -0.02 -1.10 1.97
H -2.63 2.01 1.14
C -1.01 4.14 -1.26
C -1.39 2.89 -2.06
C -0.26 2.57 -3.04
H -0.12 3.43 -3.71
H -0.52 1.72 -3.68
H -1.55 2.06 -1.37
H -2.32 3.08 -2.61
H -0.93 5.00 -1.94
H -1.74 4.37 -0.49
H 1.63 4.42 -2.06
H 2.20 3.36 -0.75
H 1.87 2.26 -3.03
H -0.46 0.28 -2.33
H 2.33 -1.29 -0.65
H 2.23 -3.47 0.38
C -1.20 -5.73 0.74
C -2.14 -5.36 1.90
H -3.04 -5.96 1.85
H -1.65 -5.54 2.85
H -2.41 -4.30 1.85
H -1.71 -5.60 -0.21
H -0.93 -6.78 0.83
H 1.69 -4.70 1.96
H 0.72 -6.13 2.29
```

Summary:
- Total charge: 0
- Kohn-Sham gap: 0.2922 Eh
- Structure (SMILES): CCN(CC)c1ccc(NC(=O)[C@H]2CCCN(S(=O)(=O)c3cnc[nH]3)C2)c(C)c1

***

Q: The highest Kohn-Sham gap belongs to which entry?
A: number 2